1.
ORCA calculation (ωB97M-V/def2-TZVPD) on a cluster of 10 separate species, C43H116Cl2N15O9P5 in total at a distorted geometry.

Positions of all 190 atoms, in Å:
C  -4.107  0.345  0.118
N  -5.412  -0.010  0.698
C  -6.617  0.007  -0.239
P  -5.781  0.399  2.337
O  -6.138  1.847  2.593
N  -6.898  -0.780  2.895
C  -6.973  -2.169  2.410
C  -7.380  -0.520  4.242
N  -4.341  -0.066  3.178
C  -3.346  0.957  3.588
C  -3.677  -1.351  2.992
H  -4.042  1.430  0.048
H  -3.995  -0.071  -0.883
H  -3.221  -0.093  0.577
H  -6.243  -0.527  -1.112
H  -6.961  1.005  -0.511
H  -7.382  -0.610  0.232
H  -6.785  -2.953  3.143
H  -7.933  -2.352  1.929
H  -6.181  -2.272  1.668
H  -7.533  0.544  4.426
H  -8.312  -1.060  4.408
H  -6.652  -0.808  4.999
H  -2.606  0.563  4.285
H  -2.851  1.310  2.683
H  -3.711  1.821  4.142
H  -4.419  -2.036  2.582
H  -3.224  -1.643  3.939
H  -2.907  -1.246  2.227
C  -3.207  5.056  4.621
N  -2.138  4.443  3.775
C  -1.012  3.972  4.491
P  -1.822  4.747  2.067
O  -1.308  3.499  1.412
N  -3.280  5.131  1.340
C  -3.202  5.927  0.097
C  -4.380  4.206  1.389
N  -0.801  6.114  1.941
C  0.338  6.120  1.025
C  -1.160  7.434  2.475
H  -4.007  5.452  3.996
H  -2.825  5.874  5.232
H  -3.563  4.221  5.225
H  -0.295  3.525  3.802
H  -1.208  3.184  5.218
H  -0.497  4.749  5.055
H  -4.101  5.695  -0.474
H  -3.347  6.974  0.364
H  -2.256  5.779  -0.423
H  -4.222  3.486  2.193
H  -5.311  4.773  1.380
H  -4.362  3.624  0.468
H  1.054  6.924  1.195
H  0.755  5.114  1.077
H  0.075  6.368  -0.003
H  -2.165  7.419  2.896
H  -1.324  8.158  1.677
H  -0.356  7.789  3.120
C  8.663  -2.270  -0.523
N  7.354  -1.679  -0.633
C  7.219  -0.590  -1.659
P  6.249  -1.899  0.622
O  6.219  -3.312  1.147
N  6.839  -0.763  1.733
C  7.866  -1.340  2.666
C  6.977  0.692  1.481
N  4.753  -1.242  0.016
C  4.072  -1.843  -1.132
C  3.883  -0.432  0.944
H  9.182  -2.335  -1.479
H  8.597  -3.343  -0.346
H  9.307  -1.833  0.241
H  7.326  -0.970  -2.675
H  7.958  0.199  -1.515
H  6.244  -0.105  -1.607
H  7.859  -0.702  3.549
H  7.810  -2.379  2.992
H  8.862  -1.114  2.285
H  7.996  0.906  1.160
H  6.205  0.927  0.748
H  6.715  1.195  2.412
H  4.813  -2.425  -1.680
H  3.179  -2.422  -0.898
H  3.710  -1.053  -1.791
H  3.714  0.589  0.602
H  4.323  -0.401  1.941
H  2.886  -0.866  1.024
C  2.314  2.523  -7.039
N  2.217  2.330  -5.669
C  1.893  0.995  -5.249
P  2.563  3.673  -4.680
O  2.575  5.010  -5.313
N  1.509  3.500  -3.264
C  1.956  3.805  -1.892
C  0.064  3.790  -3.538
N  4.046  3.054  -4.068
C  4.283  1.805  -3.368
C  5.319  3.761  -4.436
H  1.985  1.613  -7.541
H  3.337  2.757  -7.335
H  1.689  3.352  -7.369
H  0.866  0.735  -5.507
H  2.058  0.839  -4.183
H  2.521  0.223  -5.694
H  1.212  4.424  -1.391
H  1.990  2.821  -1.426
H  2.885  4.375  -1.928
H  -0.405  4.456  -2.814
H  -0.059  4.399  -4.433
H  -0.420  2.823  -3.676
H  5.139  1.891  -2.699
H  3.457  1.544  -2.707
H  4.378  1.009  -4.107
H  5.761  3.464  -5.387
H  6.102  3.795  -3.678
H  5.116  4.827  -4.530
C  -1.634  -4.869  -0.062
N  -1.438  -5.431  1.294
C  -2.706  -5.937  1.782
P  -0.279  -4.827  2.395
O  -0.470  -3.363  2.666
N  -0.370  -6.006  3.681
C  -0.226  -5.534  5.062
C  -0.131  -7.426  3.371
N  1.209  -5.214  1.670
C  2.394  -4.579  2.078
C  1.479  -6.381  0.752
H  -2.052  -5.621  -0.731
H  -0.677  -4.443  -0.366
H  -2.347  -4.047  -0.002
H  -3.440  -5.132  1.737
H  -2.658  -6.206  2.837
H  -3.071  -6.690  1.084
H  -0.712  -6.190  5.784
H  0.835  -5.650  5.281
H  -0.560  -4.512  5.237
H  -0.635  -8.072  4.090
H  -0.322  -7.699  2.333
H  0.917  -7.581  3.630
H  2.343  -3.491  2.052
H  2.663  -4.968  3.060
H  3.183  -4.842  1.373
H  0.516  -6.696  0.351
H  1.916  -7.190  1.337
H  2.197  -6.013  0.019
C  -3.119  -1.691  -3.751
C  -2.905  -1.180  -5.149
C  -3.487  0.084  -5.576
O  -2.144  -1.729  -5.920
H  -4.178  -1.581  -3.519
H  -2.645  -1.095  -2.971
H  -2.935  -2.752  -3.582
H  -4.269  0.371  -4.872
H  -3.927  -0.176  -6.539
H  -2.749  0.877  -5.696
C  -0.241  -1.852  5.366
C  0.181  -0.544  4.737
C  -0.014  -0.293  3.279
O  0.620  0.380  5.423
H  -1.227  -2.091  4.967
H  -0.283  -1.821  6.454
H  0.442  -2.612  4.987
H  0.610  -1.018  2.756
H  0.247  0.700  2.911
H  -1.048  -0.512  3.013
C  -0.603  1.098  -0.729
C  0.230  -0.142  -0.983
C  -0.196  -1.460  -0.393
O  1.309  -0.098  -1.628
H  -1.368  1.013  -1.501
H  0.113  1.895  -0.931
H  -0.959  1.056  0.301
H  -0.614  -1.286  0.598
H  0.660  -2.066  -0.096
H  -0.868  -2.043  -1.022
C  1.139  -3.847  -6.137
C  1.988  -3.086  -5.144
C  1.335  -2.114  -4.154
O  3.186  -3.325  -5.138
H  0.132  -3.428  -6.119
H  1.071  -4.899  -5.862
H  1.531  -3.768  -7.150
H  1.006  -1.265  -4.753
H  1.999  -1.700  -3.394
H  0.473  -2.615  -3.714
Cl  -3.351  2.979  -2.130
C  -4.538  3.329  -3.423
Cl  -3.928  4.601  -4.483
H  -4.686  2.462  -4.066
H  -5.487  3.650  -2.994

Properties
HOMO level: -7.83 eV
Max |F|: 4.1 eV/A
Structure (SMILES): CN(C)P(=O)(N(C)C)N(C)C.CN(C)P(=O)(N(C)C)N(C)C.CN(C)P(=O)(N(C)C)N(C)C.CN(C)P(=O)(N(C)C)N(C)C.CN(C)P(=O)(N(C)C)N(C)C.CC(C)=O.CC(C)=O.CC(C)=O.CC(C)=O.ClCCl
Charge: 0
LUMO level: 0.10 eV

Atom charges from the Löwdin analysis, given in e for atoms 1 to 4: C -0.120; N -0.285; C -0.070; P 0.633

=====

2.
ORCA calculation (ωB97M-V/def2-TZVPD) on a structure of composition C43H31F6IrP2SeSi.

Positions of all 85 atoms, in Å:
Ir  -0.104  -0.671  0.753
C  -0.151  2.758  2.279
Si  -0.021  1.665  0.753
C  -1.419  2.302  -0.364
C  -1.649  3.633  -0.725
C  -2.761  3.986  -1.474
C  -3.684  3.015  -1.866
C  -3.476  1.691  -1.522
C  -2.339  1.348  -0.790
P  -1.941  -0.380  -0.415
C  -1.447  -1.164  -1.977
C  -1.227  -0.413  -3.127
C  -0.792  -1.036  -4.292
C  -0.575  -2.406  -4.309
C  -0.768  -3.153  -3.153
C  -1.190  -2.537  -1.986
C  -3.586  -1.053  0.002
C  -4.249  -0.517  1.105
C  -5.554  -0.880  1.387
C  -6.220  -1.782  0.567
C  -5.579  -2.302  -0.544
C  -4.268  -1.936  -0.833
C  1.601  2.243  -0.069
C  1.979  3.589  -0.172
C  3.201  3.955  -0.713
C  4.093  2.980  -1.152
C  3.742  1.646  -1.062
C  2.495  1.292  -0.541
P  1.982  -0.432  -0.381
C  2.082  -1.237  -2.000
C  2.307  -0.543  -3.183
C  2.419  -1.235  -4.383
C  2.306  -2.618  -4.402
C  2.048  -3.310  -3.224
C  1.926  -2.625  -2.026
C  3.301  -1.184  0.610
C  4.403  -1.828  0.058
C  5.411  -2.300  0.888
C  5.322  -2.137  2.262
C  4.223  -1.496  2.816
C  3.218  -1.018  1.989
H  -0.015  3.805  1.989
H  0.604  2.514  3.032
H  -1.138  2.677  2.730
H  -0.957  4.409  -0.417
H  -2.923  5.022  -1.747
H  -4.560  3.295  -2.436
H  -4.190  0.931  -1.820
H  -1.393  0.656  -3.121
H  -0.621  -0.447  -5.184
H  -0.238  -2.890  -5.217
H  -0.571  -4.218  -3.154
H  -1.281  -3.108  -1.069
H  -3.745  0.191  1.743
H  -6.049  -0.457  2.252
H  -7.239  -2.071  0.792
H  -6.094  -2.993  -1.199
H  -3.798  -2.339  -1.713
H  1.317  4.367  0.191
H  3.470  5.002  -0.782
H  5.057  3.263  -1.555
H  4.435  0.879  -1.389
H  2.396  0.535  -3.176
H  2.597  -0.691  -5.302
H  2.408  -3.158  -5.336
H  1.933  -4.386  -3.239
H  1.687  -3.148  -1.106
H  4.475  -1.972  -1.012
H  6.268  -2.803  0.457
H  6.108  -2.515  2.903
H  4.139  -1.373  3.887
H  2.357  -0.524  2.420
F  -0.358  2.601  7.278
C  -0.579  1.763  6.268
C  0.389  0.852  5.898
F  1.541  0.801  6.571
C  0.148  -0.012  4.845
F  1.107  -0.897  4.563
C  -1.031  0.011  4.116
Se  -1.395  -1.273  2.736
C  -1.985  0.932  4.529
F  -3.143  1.058  3.873
C  -1.777  1.802  5.583
F  -2.707  2.696  5.926
F  0.290  -2.698  0.606

Properties
HOMO level: -7.57 eV
Max |F|: 1.0 eV/A
Charge: 0
LUMO level: -0.92 eV

Atom charges from the Löwdin analysis, given in e for atoms 1 to 4: Ir 0.602; C -0.182; Si 0.441; C -0.263

=====

3.
ORCA calculation (ωB97M-V/def2-TZVPD) on a structure of composition C43H32NO4P2ReS6Sb at a distorted geometry.

Positions of all 90 atoms, in Å:
Re  1.931  0.885  0.953
O  0.792  1.749  4.061
S  0.462  1.890  2.661
C  0.212  3.587  2.270
C  -0.038  4.539  3.276
C  -0.480  5.763  2.850
C  -0.614  6.094  1.500
C  -0.414  5.136  0.518
C  0.019  3.869  0.909
P  0.728  2.655  -0.251
C  2.067  3.571  -1.116
C  2.866  4.519  -0.483
C  3.995  5.022  -1.159
C  4.254  4.573  -2.457
C  3.440  3.624  -3.082
C  2.324  3.184  -2.441
C  -0.572  2.274  -1.446
C  -0.780  3.037  -2.578
C  -1.813  2.759  -3.442
C  -2.666  1.707  -3.177
C  -2.448  0.966  -2.008
C  -1.444  1.234  -1.137
C  -1.132  1.159  2.479
C  -2.239  1.825  2.948
C  -3.440  1.137  2.945
C  -3.598  -0.102  2.364
C  -2.472  -0.753  1.837
C  -1.235  -0.130  1.976
P  0.319  -0.868  1.385
C  1.116  -1.668  2.760
C  2.444  -2.164  2.660
C  3.119  -2.693  3.773
C  2.455  -2.821  4.973
C  1.124  -2.331  5.091
C  0.541  -1.681  4.042
C  -0.026  -2.241  0.267
C  0.515  -2.441  -1.111
C  0.707  -3.900  -1.506
C  0.071  -4.898  -0.919
C  -0.903  -4.607  0.151
C  -0.774  -3.225  0.760
H  0.089  4.228  4.295
H  -0.733  6.532  3.580
H  -0.809  7.125  1.252
H  -0.586  5.306  -0.546
H  2.690  4.784  0.543
H  4.645  5.810  -0.725
H  5.126  4.874  -3.014
H  3.602  3.257  -4.079
H  1.713  2.460  -2.947
H  -0.090  3.820  -2.873
H  -1.868  3.378  -4.344
H  -3.438  1.474  -3.866
H  -3.135  0.149  -1.854
H  -1.292  0.628  -0.248
H  -2.193  2.800  3.384
H  -4.305  1.637  3.360
H  -4.505  -0.670  2.394
H  -2.555  -1.700  1.332
H  3.051  -2.022  1.811
H  4.083  -3.136  3.620
H  2.971  -3.252  5.842
H  0.551  -2.503  6.023
H  -0.462  -1.212  4.169
H  1.488  -1.898  -1.264
H  1.437  -4.111  -2.320
H  0.265  -5.907  -1.192
H  -0.970  -5.379  0.908
H  -1.195  -3.105  1.781
S  6.627  2.671  1.214
Sb  5.632  0.812  1.852
S  3.328  1.220  2.639
S  2.517  0.364  -0.937
S  6.144  -1.305  2.317
O  -2.381  -4.808  -0.348
S  -3.220  -3.893  -1.314
O  -4.549  -3.749  -0.914
N  -2.371  -2.518  -1.302
C  -1.488  -2.569  -2.227
O  -0.360  -1.885  -2.160
C  -1.745  -3.560  -3.305
C  -1.172  -3.707  -4.580
C  -1.620  -4.737  -5.352
C  -2.591  -5.646  -4.923
C  -3.178  -5.533  -3.685
C  -2.743  -4.458  -2.922
H  -0.452  -3.001  -4.908
H  -1.316  -4.768  -6.383
H  -3.098  -6.318  -5.566
H  -3.953  -6.211  -3.313

Properties
HOMO level: -15.76 eV
Max |F|: 2.2 eV/A
Charge: +3
LUMO level: -9.73 eV

Atom charges from the Löwdin analysis, given in e for atoms 1 to 4: Re 0.256; O -0.409; S 0.691; C -0.369

=====

4.
ORCA calculation (ωB97M-V/def2-TZVPD) on a structure of composition C43H34Br3Cl3CrN10O3S3 at a distorted geometry.

Positions of all 100 atoms, in Å:
Cr  -0.500  -0.240  1.073
Br  -4.595  1.273  6.147
C  -3.420  0.809  4.739
C  -3.378  -0.523  4.299
C  -2.553  -0.794  3.237
N  -1.793  0.118  2.622
C  -1.834  1.424  3.053
C  -2.669  1.773  4.144
C  -1.051  2.363  2.342
C  -0.956  3.739  2.693
C  -0.148  4.555  1.969
Br  -0.013  6.391  2.407
C  0.621  4.053  0.893
C  0.474  2.718  0.607
N  -0.353  1.887  1.248
H  -3.972  -1.299  4.755
H  -2.499  -1.796  2.839
H  -2.736  2.797  4.477
H  -1.507  4.130  3.534
H  1.299  4.677  0.333
H  1.074  2.273  -0.179
N  -2.878  3.540  -0.330
C  -3.690  2.720  0.419
N  -3.780  1.444  0.231
C  -4.692  0.890  1.106
C  -5.295  1.759  1.955
S  -4.725  3.359  1.661
C  -4.916  -0.561  1.103
C  -6.016  -1.171  1.607
S  -5.832  -2.882  1.522
C  -4.279  -2.643  0.779
N  -3.936  -1.403  0.612
N  -3.504  -3.704  0.381
H  -2.126  3.029  -0.770
H  -2.563  4.382  0.126
H  -5.982  1.549  2.758
H  -6.908  -0.720  2.008
H  -3.746  -4.602  0.767
H  -2.507  -3.519  0.400
Cl  3.624  -4.692  -3.924
C  2.936  -3.105  -4.022
C  2.143  -2.635  -2.991
C  1.605  -1.363  -3.086
C  1.840  -0.535  -4.186
C  1.242  0.851  -4.286
C  -0.287  0.883  -4.282
N  -0.906  0.320  -3.098
C  -1.739  -0.775  -3.049
C  -1.957  -1.028  -1.732
N  -1.260  -0.117  -0.973
C  -0.657  0.682  -1.828
O  1.646  1.794  -3.288
C  2.859  1.606  -2.573
C  4.069  1.778  -3.441
C  5.154  0.958  -3.459
Cl  5.401  -0.445  -2.497
S  6.348  1.445  -4.591
C  5.389  2.782  -5.070
C  4.219  2.839  -4.385
C  2.671  -1.043  -5.188
Cl  3.084  -0.102  -6.594
C  3.212  -2.317  -5.123
H  1.962  -3.243  -2.116
H  1.035  -0.995  -2.245
H  1.514  1.262  -5.261
H  -0.650  0.320  -5.142
H  -0.602  1.921  -4.398
H  -2.088  -1.264  -3.941
H  -2.578  -1.779  -1.284
H  -0.010  1.505  -1.591
H  2.883  0.645  -2.054
H  2.834  2.389  -1.812
H  5.744  3.454  -5.834
H  3.466  3.598  -4.539
H  3.847  -2.680  -5.918
C  3.585  0.074  4.994
N  3.031  -0.013  3.648
C  3.858  0.050  2.572
C  3.418  -0.017  1.297
C  2.006  -0.153  1.135
O  1.377  -0.204  0.031
N  1.207  -0.220  2.209
C  1.635  -0.161  3.499
O  0.904  -0.231  4.467
H  4.302  -0.730  5.159
H  2.763  -0.024  5.695
H  4.074  1.037  5.141
H  4.909  0.159  2.809
H  4.085  0.026  0.451
Br  0.198  -6.991  1.277
C  -0.003  -5.103  1.223
C  -0.199  -4.400  2.399
C  -0.363  -3.021  2.343
C  -0.357  -2.307  1.138
C  -0.106  -3.061  -0.015
C  0.063  -4.442  0.009
H  -0.215  -4.921  3.348
H  -0.471  -2.491  3.285
H  -0.051  -2.568  -0.978
H  0.237  -4.998  -0.904

Properties
Multiplicity: 5
HOMO level (alpha / beta): -5.34 / -7.66 eV
Max |F|: 1.2 eV/A
Charge: 0
LUMO level (alpha / beta): 0.34 / -0.26 eV

Atom charges from the Löwdin analysis, given in e for atoms 1 to 4: Cr 0.871; Br 0.750; C -0.687; C -0.102

=====

- Look up the charge of the first one.
  0